1.
Formula: C43H112F6MnN8O15
Source: the OMol25 dataset
Level of theory: ωB97M-V with the def2-TZVPD basis set

XYZ file:
```
185
Properties=species:S:1:pos:R:3:forces:R:3
Mn 1.1348 -1.9566 -2.4078 0.728 1.290 2.157
C 4.0650 -0.8020 -2.5968 -4.361 0.642 0.263
O 3.9681 -2.0755 -3.2740 1.312 0.674 0.188
O 2.7493 -0.6253 -2.0182 2.743 -0.587 -0.162
C 5.3655 -0.5838 -1.6706 -2.570 0.182 -0.122
F 5.1739 0.2946 -0.6408 0.002 -0.452 -1.037
F 5.7788 -1.7062 -1.1296 0.439 -1.202 0.568
F 6.3335 -0.1310 -2.4461 0.829 0.601 -0.339
C 4.9855 -2.3192 -4.2410 -0.390 -2.737 0.140
C 4.7586 -3.7987 -4.7020 0.041 1.217 0.042
H 4.6394 -4.4583 -3.8425 0.429 -0.032 -0.004
H 3.8480 -3.9052 -5.2915 -0.028 0.147 -0.141
H 5.6131 -4.0327 -5.3370 -0.068 -0.523 0.100
H 5.9749 -2.3312 -3.7840 0.090 0.482 0.030
H 4.9818 -1.7247 -5.1547 -0.254 0.717 0.309
H 4.0958 -0.0734 -3.4070 0.804 0.439 0.001
C -1.3226 -0.5490 -0.6677 2.752 -1.998 -0.160
O -0.6271 -0.6269 0.6131 -0.631 2.008 0.188
O -0.7415 -1.5556 -1.4278 -1.391 0.507 -0.002
C -2.8308 -0.6565 -0.2800 0.917 -1.135 -0.592
F -3.0735 -1.5518 0.6808 0.105 -0.715 -0.005
F -3.1958 0.4911 0.2398 -0.724 1.549 -0.034
F -3.6495 -0.9853 -1.3193 0.497 0.546 0.310
C 0.3867 0.3812 0.8520 0.954 -0.961 0.287
C 1.1009 -0.0387 2.1327 0.096 -0.510 -0.408
H 1.5383 -1.0334 2.0466 -0.298 -0.211 -0.044
H 1.9668 0.5813 2.3650 -0.312 0.421 0.044
H 0.3590 -0.0393 2.9312 0.222 0.047 0.251
H 0.1230 1.4231 1.0336 -1.245 0.048 -0.305
H 1.0838 0.4047 0.0144 0.138 -0.211 -0.248
H -1.1232 0.4126 -1.1406 -0.437 0.519 0.146
C -5.2187 -1.0478 -4.3675 -0.628 0.627 -0.008
O -5.4754 -0.8362 -5.7567 0.640 -0.054 -0.023
H -5.8900 -0.4382 -3.7627 -0.286 -0.088 0.138
H -5.3239 -2.0898 -4.0654 0.163 -0.062 -0.094
H -4.2380 -0.6463 -4.1122 0.192 -0.396 -0.335
H -6.4126 -0.8025 -5.9617 -0.033 -0.095 0.371
C -0.8012 -3.6024 1.7697 -1.106 -0.129 0.498
O -0.5491 -3.7632 0.4015 0.520 -0.406 0.059
H -1.3983 -2.6978 1.8852 0.153 -0.056 0.490
H -1.4074 -4.4613 2.0578 -0.066 -0.044 0.455
H 0.0754 -3.5661 2.4164 0.302 0.084 -0.231
H -0.8029 -2.9374 -0.0171 0.123 0.643 -0.939
C 2.9498 2.8610 4.2525 0.257 0.031 -0.271
O 3.9627 3.8892 4.1800 -1.136 -0.286 0.213
H 1.9436 3.2734 4.1764 0.267 0.584 -0.169
H 3.0591 2.1465 3.4367 0.117 -0.051 -0.064
H 2.8916 2.2983 5.1842 0.562 0.115 0.289
H 4.8450 3.5174 4.2492 -0.087 -0.372 0.061
C 0.2673 -0.1622 8.0649 -0.008 -0.536 -0.442
C 0.4810 1.1784 7.4315 -0.428 -0.305 -0.996
C -0.6215 1.4530 6.3824 0.163 1.208 -1.191
O -0.2753 2.7396 5.7768 0.150 0.582 0.557
C -1.0887 3.3634 4.7720 0.052 -1.617 -0.320
N 0.4504 2.1868 8.4306 -0.174 0.927 0.610
H 1.1092 -0.4876 8.6759 -0.065 0.156 0.055
H 0.1284 -0.8841 7.2600 -0.141 -0.302 0.238
H -0.6357 -0.1143 8.6736 -0.053 -0.229 0.091
H 1.4601 1.2457 6.9572 -0.009 -0.192 -0.356
H -1.6131 1.5251 6.8291 -0.104 0.081 0.464
H -0.7302 0.6996 5.6023 0.399 -0.252 -0.220
H -1.0484 2.6773 3.9259 -0.516 -0.056 -0.384
H -0.7140 4.3046 4.3698 0.698 0.029 0.751
H -2.1268 3.5562 5.0427 -0.103 -0.269 0.400
H -0.4128 2.0335 8.9320 -0.184 0.141 0.538
H 0.2776 3.0329 7.9068 0.263 0.677 0.208
C -0.9070 3.8189 -1.9356 1.053 1.011 1.127
C 0.0960 4.8623 -1.3929 0.136 -0.058 1.432
C 0.7734 4.4474 -0.0032 0.015 1.461 -0.757
O 1.5038 5.5858 0.5394 -0.728 -0.735 -1.001
C 2.5130 5.1749 1.4413 -0.356 0.530 0.068
N 1.0743 5.1016 -2.4353 0.371 -0.328 0.075
H -0.3050 2.9116 -1.9853 -0.501 -0.456 -0.419
H -1.2512 4.2053 -2.8950 -0.077 -0.453 -0.022
H -1.7279 3.7225 -1.2250 -0.045 -0.255 -0.166
H -0.4407 5.7896 -1.1924 0.016 0.151 0.043
H 1.5186 3.6590 -0.1093 -0.199 -0.470 -0.376
H 0.0125 4.1522 0.7193 -0.164 -0.181 0.143
H 3.3611 4.6941 0.9540 0.012 -0.192 -0.218
H 2.0839 4.4963 2.1786 0.199 0.025 0.257
H 2.8666 6.0982 1.9001 0.045 -0.233 0.262
H 1.5353 4.2069 -2.5195 0.246 -0.406 -0.595
H 1.8302 5.6739 -2.0874 -0.039 0.559 0.206
C 3.4257 -2.8013 0.7048 0.878 -1.190 -0.676
C 3.1632 -3.7016 -0.4863 0.810 0.829 -0.880
C 3.4605 -5.1994 -0.3154 0.908 -0.229 0.809
O 4.8015 -5.5818 0.0688 -1.427 0.560 0.949
C 5.7914 -5.4483 -0.8990 -0.153 0.338 -0.197
N 1.7864 -3.4936 -0.9997 1.130 -1.703 0.343
H 2.7707 -3.1347 1.5098 -0.026 0.510 0.271
H 3.3777 -1.7512 0.4165 -0.419 -0.053 0.197
H 4.4600 -3.0362 0.9562 0.069 0.250 0.561
H 3.7961 -3.4621 -1.3408 0.239 0.703 0.182
H 3.3027 -5.6790 -1.2815 -0.563 -0.239 -0.205
H 2.8344 -5.6149 0.4743 -0.171 -0.251 -0.132
H 5.7983 -4.4348 -1.3000 0.354 0.177 -0.084
H 5.6070 -6.1327 -1.7271 0.155 -0.259 -0.222
H 6.7278 -5.6792 -0.3912 0.049 0.044 -0.305
H 1.7086 -4.3965 -1.4456 -0.914 -0.204 -0.984
H 1.1532 -3.6534 -0.2292 -0.604 0.410 0.502
C 0.3562 -3.8373 -6.2584 -0.471 0.827 -0.065
C 0.8955 -2.8615 -5.1787 -0.830 -0.948 -2.141
C 0.0670 -1.5410 -5.2099 2.319 -1.455 -0.431
O 0.6525 -0.8419 -4.1470 -1.356 2.963 -0.475
C 0.1513 0.5400 -4.2181 0.565 -0.019 1.428
N 0.7973 -3.4802 -3.8587 -0.622 -0.668 -0.909
H 0.8771 -4.7696 -6.4768 0.475 0.143 0.500
H 0.3133 -3.2929 -7.2017 -0.157 -0.063 -0.145
H -0.6595 -4.1105 -5.9726 -0.214 -0.039 -0.169
H 1.9460 -2.7009 -5.4208 -0.030 0.604 0.330
H -1.0121 -1.6804 -5.1453 -0.113 -0.069 0.304
H 0.3280 -0.9875 -6.1119 -0.319 -0.192 -0.374
H 0.5113 1.1102 -3.3617 0.202 -0.494 0.277
H -0.9358 0.5486 -4.1389 -0.042 -0.157 -0.368
H 0.5381 1.1132 -5.0608 -0.138 -0.595 -0.496
H -0.1757 -3.7480 -3.8168 -0.845 0.195 0.645
H 1.1636 -4.4111 -3.9983 0.921 -0.210 0.486
C -3.2495 1.8888 -7.0464 -0.390 -0.609 0.809
C -3.8751 2.8906 -6.0667 -0.484 -0.145 0.220
C -3.8014 2.4162 -4.5917 -1.357 -0.630 -0.782
O -4.3412 3.3296 -3.6630 1.045 0.136 0.812
C -4.3988 2.7808 -2.3151 -1.000 0.553 -1.209
N -3.1998 4.1178 -6.2984 1.358 1.192 0.011
H -3.0657 2.4102 -7.9857 -0.095 -0.305 0.026
H -3.8615 0.9919 -7.1416 -0.291 0.125 -0.354
H -2.3213 1.4763 -6.6509 0.455 0.346 0.022
H -4.8975 3.0879 -6.3892 -0.355 -0.433 0.359
H -2.7843 2.1036 -4.3557 0.395 0.177 0.167
H -4.4469 1.5397 -4.5354 0.149 -0.560 -0.044
H -3.4704 2.5039 -1.8156 0.395 0.182 -0.500
H -5.0260 1.8914 -2.3756 -0.132 -0.185 0.278
H -4.9022 3.5581 -1.7402 0.093 -0.173 0.107
H -3.5620 4.9262 -5.8131 -0.379 -0.143 0.242
H -2.2815 3.9648 -5.9070 0.601 0.484 -0.148
C 5.0078 -0.0581 3.1819 -0.982 -0.908 -0.324
C 4.8734 -0.2253 4.7093 -0.677 -0.537 0.034
C 4.4223 -1.7167 5.0735 -1.618 1.013 -0.749
O 3.0396 -1.9840 4.7146 0.767 -0.024 -1.906
C 1.9846 -1.3500 5.3790 0.821 -0.823 1.101
N 6.1187 0.2102 5.2584 1.274 -0.520 0.420
H 5.2610 0.9207 2.7745 -0.206 0.203 0.576
H 4.1128 -0.4366 2.6883 -0.386 0.337 0.006
H 5.7399 -0.7310 2.7356 0.540 -0.176 0.514
H 4.1605 0.4487 5.1843 -0.564 -0.024 -0.570
H 4.4333 -2.0352 6.1159 0.894 0.557 0.382
H 4.9834 -2.4089 4.4457 0.120 -0.097 0.169
H 1.8505 -0.2821 5.2065 0.067 0.074 -0.306
H 2.1902 -1.5304 6.4341 -0.332 0.447 0.551
H 1.0880 -1.9272 5.1531 -0.089 0.277 -0.265
H 6.1395 0.2355 6.2678 -0.257 0.018 0.224
H 6.7829 -0.5062 5.0021 0.701 0.111 -0.053
C -2.1152 6.9198 2.9396 -0.816 -0.101 0.601
C -3.3703 6.6513 2.0830 1.922 0.238 0.146
C -3.5845 5.1524 1.9951 -1.050 0.804 -1.292
O -4.6184 4.9023 1.0053 0.466 0.271 0.874
C -5.1713 3.6275 1.1606 -1.134 -0.021 -0.141
N -4.5208 7.3492 2.6411 0.116 -0.707 0.006
H -2.0170 8.0026 3.0184 0.377 -0.021 0.040
H -1.1980 6.4575 2.5748 -0.075 0.176 -0.369
H -2.2793 6.5345 3.9459 -0.030 0.048 0.213
H -3.0614 7.0983 1.1381 -0.390 -0.448 -0.713
H -3.8958 4.8477 2.9943 -0.089 -0.466 0.046
H -2.7092 4.6176 1.6264 0.369 0.049 0.428
H -5.9956 3.5238 0.4550 0.311 -0.027 -0.519
H -5.7202 3.5344 2.0977 0.442 -0.113 0.592
H -4.4550 2.8167 1.0279 0.124 -0.074 0.059
H -4.3624 8.3437 2.5637 -0.124 0.130 0.015
H -5.3013 7.1054 2.0483 -0.355 0.186 -0.005
C -3.5858 -6.7737 0.5263 -0.573 -1.246 1.080
C -3.5490 -5.7949 -0.6125 0.176 -0.214 0.209
C -4.1166 -4.3882 -0.2523 0.677 -0.995 -0.534
O -5.5484 -4.3329 -0.1501 0.872 -0.343 -0.069
C -6.0784 -3.2019 -0.8156 -0.084 -0.466 -0.059
N -2.1466 -5.7338 -1.0700 -0.135 0.913 -0.452
H -3.4742 -7.7895 0.1471 -0.031 -0.149 -0.158
H -4.4707 -6.8046 1.1620 -0.430 0.279 -0.307
H -2.7722 -6.6875 1.2464 0.309 0.565 -0.146
H -4.0663 -6.2224 -1.4714 -0.597 0.235 0.111
H -3.6912 -3.7673 -1.0408 -0.434 0.525 -0.080
H -3.6624 -4.0810 0.6897 -0.061 0.139 0.174
H -7.1563 -3.1642 -0.6582 0.065 -0.022 0.388
H -5.9617 -3.3459 -1.8898 0.302 0.368 -0.250
H -5.5939 -2.2947 -0.4546 -0.143 0.147 -0.215
H -1.7649 -6.6659 -1.1444 -0.188 -0.217 -0.026
H -1.5822 -5.2590 -0.3800 0.201 0.287 0.085
```
Forces are in eV/Å.

HOMO level (spin up / spin down) in Ha: -0.305 / -0.325
Energy relative to the best compared isomer or geometry (same formula, charge and spin) in kJ/mol: 209.06
2S+1: 6

***

2.
Formula: C43H24Cl2F4N4O5PSSnTe
Source: the OMol25 dataset
Level of theory: ωB97M-V with the def2-TZVPD basis set

XYZ file:
```
86
Properties=species:S:1:pos:R:3:forces:R:3
Sn -0.9976 1.5256 1.0836 0.081 -0.089 -0.067
O -0.9196 -2.8305 2.2885 -0.169 0.122 0.050
C -1.6310 -1.7701 2.2787 0.009 0.186 -0.100
O -1.0881 -0.6403 2.1210 -0.019 0.098 0.003
C -3.1159 -1.8724 2.2904 0.075 -0.211 0.124
C -3.7451 -2.6782 3.2263 -0.023 0.020 0.009
C -5.1265 -2.8095 3.2058 0.002 0.009 -0.010
C -5.8643 -2.1694 2.2233 0.010 0.000 0.016
C -5.2300 -1.3950 1.2590 0.016 0.032 0.053
C -3.8499 -1.2245 1.2856 -0.040 -0.045 -0.017
P -2.9984 -0.2652 -0.0117 -0.205 0.205 0.124
C -4.2941 0.4332 -1.0471 0.031 -0.025 -0.163
C -4.6740 -0.1393 -2.2582 -0.054 -0.041 -0.012
C -5.6479 0.4709 -3.0355 0.007 -0.011 0.012
C -6.2443 1.6479 -2.6057 0.005 0.010 0.009
C -5.8688 2.2221 -1.3974 -0.016 -0.027 -0.025
C -4.8887 1.6219 -0.6245 -0.029 0.032 0.044
C -2.1044 -1.4957 -0.9900 0.049 -0.017 -0.057
C -2.2383 -2.8680 -0.7969 0.002 -0.027 -0.061
C -1.3953 -3.7487 -1.4672 -0.034 -0.024 0.033
C -0.4242 -3.2656 -2.3327 0.020 0.012 -0.031
C -0.3027 -1.8955 -2.5496 0.006 -0.019 -0.017
C -1.1364 -1.0161 -1.8781 -0.009 -0.031 -0.005
H -3.1534 -3.1917 3.9728 0.007 -0.002 -0.006
H -5.6212 -3.4195 3.9491 -0.002 0.000 -0.001
H -6.9398 -2.2807 2.1943 -0.001 0.003 -0.001
H -5.8183 -0.9225 0.4838 0.005 0.001 -0.018
H -4.2166 -1.0621 -2.5938 0.013 0.019 -0.003
H -5.9411 0.0244 -3.9760 -0.004 0.007 -0.002
H -7.0015 2.1220 -3.2158 -0.004 0.000 0.005
H -6.3331 3.1402 -1.0636 0.002 0.005 -0.004
H -4.5924 2.0792 0.3142 0.020 -0.010 -0.016
H -2.9861 -3.2551 -0.1161 0.004 -0.002 -0.002
H -1.4980 -4.8140 -1.3064 0.005 -0.002 -0.009
H 0.2357 -3.9540 -2.8442 0.001 -0.002 -0.002
H 0.4456 -1.5151 -3.2332 0.004 -0.006 -0.004
H -1.0236 0.0521 -2.0382 -0.015 -0.003 -0.006
O 1.0732 2.7385 -0.7238 -0.014 -0.002 0.012
C 2.0936 2.2144 -1.4685 0.000 0.063 0.028
C 2.8012 3.0157 -2.3520 0.016 -0.029 0.028
C 3.8451 2.4812 -3.0847 0.042 0.025 -0.011
C 4.2022 1.1374 -2.9610 -0.027 0.014 0.054
C 3.5050 0.3428 -2.0847 0.045 0.006 -0.048
C 2.4319 0.8579 -1.3318 -0.020 -0.028 0.051
C 1.7648 -0.0100 -0.3942 0.006 -0.135 0.030
O 2.1996 -1.2347 -0.2458 -0.073 0.100 0.051
O 0.7596 0.3180 0.3081 -0.036 0.179 -0.077
H 1.0903 3.7004 -0.8178 0.007 0.012 -0.005
H 2.5566 4.0679 -2.4428 0.006 0.008 0.013
H 4.3978 3.1260 -3.7557 0.031 0.006 0.031
H 5.0407 0.7431 -3.5161 0.019 0.012 0.008
H 3.7812 -0.6934 -1.9461 -0.003 0.003 0.007
Te 0.6919 -2.2025 0.8663 0.309 -0.360 0.065
C 1.6745 -4.0055 0.8685 0.021 0.012 -0.171
C 1.2692 -5.1239 1.5494 0.005 0.008 0.008
C 2.1020 -6.2347 1.2735 0.007 -0.003 -0.004
C 3.0961 -5.9316 0.3891 -0.013 -0.046 0.026
S 3.0475 -4.3072 -0.1129 0.037 0.034 -0.005
H 0.4256 -5.1461 2.2244 -0.003 0.007 -0.002
H 1.9733 -7.2100 1.7177 0.004 0.000 -0.005
H 3.8709 -6.5838 0.0180 -0.003 0.002 -0.002
Cl -2.7711 4.5987 0.1677 0.007 -0.003 0.004
C -3.0112 5.0313 1.8696 0.014 -0.038 0.026
Cl -2.7718 3.6433 2.9520 -0.076 0.027 0.012
H -4.0287 5.3802 1.9911 0.001 0.019 0.000
H -2.2860 5.7888 2.1383 -0.006 0.017 -0.013
F 2.3251 3.5463 2.1812 0.008 -0.008 -0.008
C 3.3455 2.8122 1.6924 0.017 0.009 -0.005
C 4.2115 3.4099 0.8191 -0.016 -0.005 0.010
F 3.9776 4.6999 0.5322 0.002 -0.012 -0.012
C 5.2718 2.7188 0.1751 -0.096 -0.004 -0.056
C 5.3821 1.3632 0.5903 0.030 0.003 -0.011
C 4.5032 0.7786 1.4570 -0.007 -0.021 -0.014
F 4.6288 -0.5337 1.7311 -0.009 0.009 0.006
C 3.4303 1.4625 2.0336 0.131 -0.014 -0.035
C 2.3647 0.7527 2.7191 -0.226 -0.015 0.229
C 1.1580 1.3747 3.1304 0.122 0.118 -0.173
N 0.0839 1.7771 3.2890 -0.004 -0.030 0.204
C 2.1184 -0.5606 2.6767 0.030 0.007 -0.135
N 1.7240 -1.6922 2.5856 -0.017 -0.094 0.123
F 6.3605 0.5941 0.1003 0.015 0.016 -0.008
C 6.0801 3.2952 -0.8214 -0.047 -0.059 -0.055
C 6.9803 2.5268 -1.6097 0.064 0.092 0.007
N 7.6943 1.9537 -2.3118 -0.070 -0.051 -0.019
C 5.9278 4.6444 -1.2450 0.099 0.029 0.087
N 5.8363 5.7332 -1.6152 -0.075 -0.049 -0.091
```
Forces are in eV/Å.

HOMO level in Ha: -0.311
Net charge: +1
Energy relative to the best compared isomer or geometry (same formula, charge and spin) in kJ/mol: 57.04
2S+1: 1

***

no.,molar mass (g mol⁻¹)
1,1150.34
2,1132.94